(1)
C31H33ClN2O2PbSi2 as an isolated structure at a distorted geometry. Source: the OMol25 dataset; level of theory: wB97M-V/def2-TZVPD.

Last column: Mulliken charge in e.
Atoms and positions in Å:
C1 1.387 0.432 -1.402  -0.4282
C2 0.689 0.380 -2.638  -0.9562
C3 -0.562 1.076 -2.464  -0.5533
H1 1.091 -0.009 -3.577  0.4633
C4 -0.645 1.480 -1.076  -0.3700
C5 0.590 1.113 -0.456  -0.6305
H2 0.940 1.469 0.514  0.5086
H3 2.411 0.099 -1.226  0.4399
H4 -1.200 1.447 -3.265  0.6053
H5 -1.416 2.131 -0.645  0.5611
Pb1 -1.224 -1.055 -1.312  1.1361
Si1 -5.816 0.251 -3.069  0.4259
C6 -7.335 -0.871 -3.209  0.5131
C7 -8.350 -0.795 -2.239  -0.0854
H6 -8.355 -0.017 -1.473  0.3079
C8 -9.403 -1.712 -2.189  -0.6731
H7 -10.104 -1.694 -1.346  0.3747
C9 -9.523 -2.667 -3.200  -0.4999
H8 -10.284 -3.453 -3.115  0.3669
C10 -8.691 -2.563 -4.323  -0.4405
H9 -8.889 -3.230 -5.168  0.3604
C11 -7.599 -1.678 -4.325  -0.4964
H10 -6.955 -1.636 -5.206  0.3383
C12 -6.971 1.785 -2.706  1.1370
C13 -7.780 2.242 -3.763  -0.8655
H11 -7.552 1.901 -4.775  0.3143
C14 -8.881 3.078 -3.533  -0.6038
H12 -9.549 3.351 -4.361  0.3736
C15 -9.095 3.602 -2.247  -0.6800
H13 -9.896 4.321 -2.073  0.3658
C16 -8.238 3.240 -1.211  -0.8669
H14 -8.288 3.708 -0.226  0.4394
C17 -7.265 2.264 -1.429  0.3966
H15 -6.716 1.916 -0.547  -0.3726
H16 -5.142 0.540 -4.363  -0.4259
Si2 -5.005 1.574 1.173  0.0022
C18 -4.292 3.223 0.614  0.6180
C19 -4.276 3.492 -0.752  0.1123
H17 -4.943 2.928 -1.399  0.0753
C20 -3.441 4.482 -1.269  -0.6056
H18 -3.306 4.564 -2.355  0.4305
C21 -2.819 5.374 -0.384  -0.5362
H19 -2.204 6.192 -0.778  0.3811
C22 -3.018 5.252 1.005  -0.5667
H20 -2.642 6.019 1.697  0.3638
C23 -3.700 4.134 1.510  -0.4783
H21 -3.761 3.935 2.589  0.3348
C24 -5.188 0.331 -0.260  0.4293
C25 -4.565 0.365 -1.621  1.3291
H22 -3.988 1.249 -1.930  0.0096
C26 -4.188 -0.920 -2.206  -1.6302
H23 -3.451 -0.972 -3.028  1.1841
C27 -4.673 -2.116 -1.614  -0.9844
H24 -4.275 -3.102 -1.905  0.4573
C28 -5.712 -2.013 -0.704  -0.9065
H25 -6.374 -2.868 -0.502  0.3613
C29 -5.950 -0.805 -0.026  -0.6205
H26 -6.727 -0.782 0.742  0.3642
H27 -6.162 1.764 1.963  -0.2158
Cl1 -3.466 0.885 2.423  -0.4208
C30 2.798 -3.933 1.878  -0.6412
O1 2.322 -2.577 2.064  -0.3876
C31 1.305 -2.163 1.283  0.4862
O2 0.884 -2.697 0.251  -0.6058
N1 0.765 -1.002 1.781  -0.0497
N2 -0.610 -0.774 1.403  -0.3639
H28 3.365 -4.162 2.781  0.2473
H29 3.459 -3.988 1.009  0.2809
H30 1.956 -4.627 1.787  0.3176
H31 1.081 -0.720 2.708  0.2627
H32 -1.196 -1.394 1.983  0.2670
H33 -0.846 0.182 1.687  0.2190

Results
energy relative to the best compared isomer or geometry (same formula, charge and spin)	71.01	kcal per mole
charge	0
E	-73279.0724	eV
HOMO energy (spin up / spin down)	-0.179 / -0.179	Ha

(2)
One molecule with the formula C5H13N2O at a distorted geometry. Source: the OMol25 dataset; level of theory: wB97M-V/def2-TZVPD.

Last column: natural (NBO) charge in e.
Atoms and positions in Å:
C1 0.662 2.291 0.774  -0.0769
O1 1.628 2.220 -0.288  -0.7444
C2 -0.699 1.818 0.222  -0.4245
C3 -0.577 0.646 -0.813  -0.4115
C4 0.312 -0.506 -0.341  -0.2326
N1 0.135 -3.487 -0.258  -0.8567
C5 -0.811 -2.653 0.311  0.0252
N2 -0.535 -1.328 0.547  -0.6509
H1 0.503 3.371 0.911  0.1782
H2 1.021 1.687 1.609  0.1712
H3 2.276 2.916 -0.184  0.4730
H4 -1.019 2.620 -0.458  0.2064
H5 -1.462 1.634 0.987  0.2048
H6 -1.516 0.294 -1.239  0.2178
H7 -0.127 1.156 -1.682  0.2111
H8 0.797 -1.027 -1.174  0.2029
H9 1.205 -0.240 0.240  0.1927
H10 1.027 -3.146 -0.557  0.3795
H11 -0.056 -4.445 -0.444  0.3882
H12 -1.776 -3.046 0.594  0.1652
H13 -0.989 -0.775 1.243  0.3812

Results
multiplicity	2
energy relative to the best compared isomer or geometry (same formula, charge and spin)	38.56	kcal per mole
charge	0
E	-10420.6131	eV
HOMO energy (spin up / spin down)	-0.161 / -0.309	Ha
<S²>	0.7532

(3)
One molecule with the formula C15H18F2N2O4 at a distorted geometry. Source: the OMol25 dataset; level of theory: wB97M-V/def2-TZVPD.

Last column: natural (NBO) charge in e.
Atoms and positions in Å:
O1 -3.369 -1.607 -1.331  -0.6323
C1 -2.690 -1.809 -0.346  0.6637
C2 -1.626 -2.921 -0.291  -0.3138
N1 -0.308 -2.340 -0.458  -0.5936
C3 0.338 -1.727 0.556  0.6749
O2 -0.117 -1.684 1.689  -0.6518
C4 1.659 -1.132 0.210  -0.1654
C5 2.636 -1.098 1.198  -0.1474
C6 3.882 -0.548 0.954  -0.2459
C7 4.151 -0.015 -0.299  0.2878
O3 5.358 0.562 -0.652  -0.4872
C8 6.442 0.349 0.122  0.7949
F1 6.441 1.130 1.232  -0.3461
F2 7.522 0.707 -0.582  -0.3215
C9 3.170 -0.009 -1.285  -0.2484
C10 1.933 -0.564 -1.032  -0.1671
N2 -2.748 -1.098 0.792  -0.6252
C11 -3.503 0.125 0.905  -0.2565
C12 -2.576 1.360 0.894  0.0954
C13 -1.917 1.570 -0.471  -0.4310
C14 -2.984 2.370 -1.222  -0.4435
C15 -3.748 3.086 -0.095  -0.0736
O4 -3.306 2.542 1.140  -0.5241
H1 -1.807 -3.636 -1.093  0.2294
H2 -1.664 -3.422 0.679  0.2266
H3 0.075 -2.311 -1.388  0.4066
H4 2.403 -1.506 2.170  0.2381
H5 4.613 -0.520 1.746  0.2252
H6 6.571 -0.699 0.458  0.1171
H7 3.399 0.441 -2.238  0.2348
H8 1.175 -0.521 -1.801  0.2152
H9 -2.049 -1.281 1.506  0.4310
H10 -4.073 0.124 1.838  0.2070
H11 -4.196 0.164 0.062  0.2246
H12 -1.846 1.257 1.705  0.1891
H13 -1.003 2.154 -0.354  0.2104
H14 -1.677 0.630 -0.962  0.2168
H15 -3.643 1.696 -1.768  0.2158
H16 -2.551 3.075 -1.928  0.2172
H17 -3.536 4.159 -0.068  0.1797
H18 -4.832 2.949 -0.192  0.1728

Results
energy relative to the best compared isomer or geometry (same formula, charge and spin)	0.00	kcal per mole
charge	0
E	-32453.4312	eV
HOMO energy	-0.341	Ha

(4)
A 8-piece molecular cluster, C40H42ClF10NO27S overall at a distorted geometry. Source: the OMol25 dataset; level of theory: wB97M-V/def2-TZVPD.

Last column: Mulliken charge in e.
Atoms and positions in Å:
C1 6.318 1.580 3.164  -0.7369
N1 6.516 0.206 2.727  -0.3135
C2 7.316 0.109 1.507  -0.6856
C3 6.495 0.485 0.303  -0.0683
C4 6.742 1.489 -0.536  1.4794
Cl1 8.098 2.539 -0.387  -0.2208
C5 5.841 1.782 -1.689  0.0513
O1 6.269 2.136 -2.748  -0.5953
C6 4.403 1.534 -1.396  -0.3533
C7 3.356 2.297 -1.921  -0.1617
C8 3.533 3.477 -2.851  -1.4439
C9 3.453 4.807 -2.110  -0.0308
O2 3.377 5.848 -3.065  -0.5765
C10 4.616 5.084 -1.170  0.9074
F1 4.570 6.366 -0.761  -0.3450
F2 4.542 4.326 -0.061  -0.2542
F3 5.802 4.888 -1.731  -0.2790
C11 2.047 1.964 -1.551  0.0417
C12 1.768 0.907 -0.682  0.4923
C13 0.359 0.569 -0.250  -0.7161
C14 -0.708 0.892 -1.319  -0.8348
C15 -1.472 2.193 -1.028  -0.6190
C16 -2.713 1.954 -0.151  -1.2098
S1 -2.616 2.720 1.445  1.2766
O3 -1.273 2.672 1.934  -0.5954
O4 -3.619 2.138 2.278  -0.5722
O5 -2.989 4.259 1.212  -0.4959
C17 2.825 0.138 -0.177  -0.5210
C18 4.131 0.460 -0.533  0.7232
C19 5.273 -0.305 0.023  -0.6654
O6 5.242 -1.494 0.231  -0.4784
H1 5.735 2.192 2.464  0.1542
H2 7.272 2.068 3.335  0.2500
H3 5.774 1.589 4.104  0.3754
H4 5.613 -0.235 2.618  0.1732
H5 7.668 -0.909 1.381  0.3547
H6 8.151 0.779 1.617  -0.0492
H7 4.458 3.438 -3.413  0.5773
H8 2.713 3.454 -3.562  0.5217
H9 2.539 4.802 -1.512  0.3539
H10 3.035 6.622 -2.608  0.3801
H11 1.228 2.546 -1.949  0.4998
H12 0.163 1.200 0.619  0.3364
H13 0.315 -0.465 0.071  0.3119
H14 -0.229 0.941 -2.287  -0.1116
H15 -1.426 0.075 -1.308  0.8639
H16 -0.787 2.866 -0.513  0.5617
H17 -1.764 2.622 -1.979  0.5474
H18 -3.611 2.332 -0.636  0.5297
H19 -2.853 0.892 0.018  0.1822
H20 -3.035 4.438 0.262  0.3696
H21 2.600 -0.681 0.491  0.4926
O7 -1.546 1.884 -4.242  -0.5156
C20 -0.937 1.117 -4.910  0.7209
O8 -0.002 1.463 -5.824  -0.3319
C21 0.613 0.261 -6.307  -0.4188
C22 -0.450 -0.772 -6.011  0.2700
F4 0.081 -1.978 -5.707  -0.2837
O9 -1.080 -0.234 -4.859  -0.2546
H22 1.526 0.067 -5.743  0.2586
H23 0.851 0.346 -7.363  0.2944
H24 -1.194 -0.899 -6.799  0.2886
O10 9.411 -6.432 0.802  -0.4997
C23 8.450 -5.872 0.401  0.5700
O11 8.308 -4.526 0.322  -0.3150
C24 7.075 -4.244 -0.348  0.5892
C25 6.296 -5.517 -0.108  0.3890
F5 5.460 -5.806 -1.142  -0.3135
O12 7.317 -6.493 -0.046  -0.3773
H25 7.267 -4.085 -1.410  0.2241
H26 6.597 -3.359 0.066  -0.5219
H27 5.728 -5.535 0.822  0.3730
O13 -4.821 -1.321 -0.893  -0.5410
C26 -5.540 -0.925 -0.036  0.7051
O14 -5.144 -0.617 1.218  -0.2791
C27 -6.254 -0.020 1.902  -0.4733
C28 -7.428 -0.559 1.120  0.4356
F6 -8.456 0.324 1.067  -0.3225
O15 -6.877 -0.708 -0.183  -0.3335
H28 -6.177 1.065 1.826  0.2049
H29 -6.266 -0.306 2.949  0.3102
H30 -7.806 -1.520 1.470  0.2857
O16 10.123 -0.497 2.377  -0.4714
C29 10.798 0.464 2.237  0.6897
O17 11.408 0.819 1.079  -0.2971
C30 11.996 2.110 1.263  -0.3506
C31 12.151 2.171 2.766  0.2780
F7 12.010 3.431 3.243  -0.2904
O18 11.068 1.377 3.215  -0.3092
H31 11.310 2.878 0.903  0.2223
H32 12.938 2.186 0.728  0.2830
H33 13.085 1.751 3.144  0.2923
O19 -9.911 -2.630 2.499  -0.5333
C32 -10.809 -2.050 1.984  0.6818
O20 -10.945 -0.704 1.979  -0.2615
C33 -12.049 -0.375 1.131  -0.4841
C34 -12.848 -1.658 1.152  0.3666
F8 -13.486 -1.869 -0.028  -0.3227
O21 -11.835 -2.639 1.316  -0.3169
H34 -11.683 -0.141 0.129  0.2668
H35 -12.596 0.479 1.522  0.2814
H36 -13.563 -1.737 1.966  0.3232
O22 3.453 -5.479 4.273  -0.4951
C35 3.282 -4.806 3.319  0.5239
O23 3.707 -5.111 2.063  -0.3000
C36 3.185 -4.126 1.164  -0.3015
C37 2.937 -2.964 2.092  0.8975
F9 1.866 -2.227 1.687  -0.3643
O24 2.636 -3.601 3.315  -0.3790
H37 2.255 -4.489 0.722  0.2415
H38 3.895 -3.894 0.377  0.1780
H39 3.794 -2.303 2.226  -0.0886
O25 -15.397 -3.060 1.827  -0.4926
C38 -16.275 -2.485 1.279  0.7038
O26 -16.414 -1.136 1.257  -0.3056
C39 -17.496 -0.817 0.376  -0.4014
C40 -18.290 -2.104 0.379  0.2831
F10 -18.896 -2.331 -0.809  -0.2850
O27 -17.283 -3.079 0.586  -0.3043
H40 -17.104 -0.593 -0.617  0.2823
H41 -18.057 0.037 0.745  0.2595
H42 -19.031 -2.178 1.177  0.2883

Results
charge	0
E	-149467.1387	eV
HOMO energy	-0.334	Ha